The following is a DFT calculation (the ωB97M-V functional and the def2-TZVPD basis) of a molecular structure, C35H36CoN2O2P2S3.

```
81
Properties=species:S:1:pos:R:3:lowdin_charge:R:1
Co 0.299 -0.723 -0.405 -0.014
S 2.666 -0.816 -0.718 0.386
P 2.067 1.120 -0.887 0.457
C 0.462 1.035 -1.372 -0.539
P -1.101 1.415 -0.900 0.452
S -2.038 -0.374 -0.683 0.415
C -1.321 2.384 0.635 -0.302
C -0.746 1.901 1.810 -0.095
C -0.898 2.582 3.005 -0.079
C -1.646 3.752 3.053 -0.090
C -2.242 4.229 1.898 -0.085
C -2.082 3.548 0.696 -0.079
C -1.907 2.460 -2.160 -0.337
C -1.365 3.704 -2.474 -0.108
C -1.921 4.484 -3.473 -0.083
C -3.029 4.022 -4.179 -0.090
C -3.572 2.786 -3.872 -0.083
C -3.013 2.008 -2.864 -0.093
C 2.469 1.986 0.673 -0.307
C 2.493 1.271 1.871 -0.124
C 2.768 1.906 3.069 -0.090
C 3.028 3.271 3.097 -0.090
C 3.026 3.988 1.912 -0.081
C 2.759 3.346 0.709 -0.071
C 3.046 2.025 -2.138 -0.324
C 4.215 1.479 -2.651 -0.097
C 4.922 2.135 -3.652 -0.085
C 4.459 3.341 -4.152 -0.092
C 3.282 3.889 -3.653 -0.082
C 2.579 3.229 -2.659 -0.101
H -0.182 0.980 1.789 0.067
H -0.425 2.201 3.902 0.100
H -1.767 4.284 3.988 0.099
H -2.832 5.136 1.923 0.100
H -2.558 3.938 -0.193 0.096
H -0.506 4.072 -1.924 0.099
H -1.493 5.450 -3.706 0.101
H -3.462 4.626 -4.965 0.099
H -4.431 2.418 -4.419 0.101
H -3.431 1.037 -2.628 0.066
H 2.304 0.205 1.846 0.056
H 2.792 1.334 3.989 0.099
H 3.246 3.768 4.034 0.100
H 3.243 5.049 1.915 0.101
H 2.781 3.927 -0.204 0.092
H 4.570 0.530 -2.267 0.069
H 5.830 1.695 -4.044 0.100
H 5.004 3.851 -4.936 0.099
H 2.906 4.823 -4.048 0.101
H 1.644 3.643 -2.303 0.084
C 0.468 -6.369 -1.019 -0.085
N 0.231 -5.030 -0.530 0.038
C 0.456 -3.909 -1.272 -0.578
N 1.137 -4.070 -2.444 0.193
O 0.054 -2.804 -0.929 -0.053
H 0.109 -7.077 -0.275 0.083
H 1.536 -6.561 -1.153 0.083
H -0.050 -6.570 -1.961 0.089
H -0.430 -4.893 0.219 0.099
H 1.653 -4.908 -2.639 0.086
H 1.458 -3.213 -2.865 0.109
C -4.226 -6.097 1.370 -0.046
C -3.087 -5.186 1.736 -0.266
C -3.126 -3.832 1.408 -0.013
C -2.069 -2.986 1.705 -0.070
C -0.956 -3.513 2.340 -0.420
C -0.883 -4.858 2.677 -0.100
C -1.957 -5.686 2.382 -0.051
S 0.445 -2.473 2.644 0.966
C -0.052 -1.770 4.202 -0.220
O 0.355 -1.296 1.715 -0.587
H -5.164 -5.547 1.308 0.080
H -4.346 -6.896 2.100 0.079
H -4.055 -6.562 0.397 0.086
H -3.993 -3.431 0.897 0.123
H -2.087 -1.944 1.408 0.044
H 0.003 -5.258 3.155 0.113
H -1.912 -6.735 2.648 0.115
H -1.052 -1.351 4.097 0.070
H 0.671 -0.986 4.420 0.051
H -0.025 -2.538 4.975 0.061
```

## Properties
M, g mol⁻¹: 733.8
Expectation value of S²: 1.08
2S+1: 2
Energy above the lowest of the compared OMol25 structures with the same formula, charge and spin, kcal per mole: 10.9
Total charge: 0
Kohn-Sham gap (spin up / spin down), eV: 7.10 / 7.01

The following is a DFT calculation (the ωB97M-V functional and the def2-TZVPD basis) of 2 unconnected molecules or ions with the total composition C35H36F6NOSi.

```
80
Properties=species:S:1:pos:R:3:lowdin_charge:R:1
F 6.529 6.138 0.795 0.165
C 6.244 6.179 -0.519 -0.565
F 5.337 7.140 -0.768 0.158
F 7.364 6.400 -1.229 0.175
C 5.671 4.842 -0.926 -0.065
C 4.564 4.770 -1.749 0.031
C 4.021 3.555 -2.080 0.040
C 4.575 2.355 -1.580 -0.168
C 3.958 1.129 -1.926 0.156
C 4.183 -0.184 -1.443 -0.167
C 4.926 -0.483 -0.281 0.029
C 5.131 -1.779 0.110 0.033
C 4.585 -2.822 -0.612 -0.062
C 4.866 -4.248 -0.199 -0.564
F 3.764 -4.988 -0.417 0.164
F 5.888 -4.705 -0.944 0.175
F 5.195 -4.275 1.105 0.157
C 3.811 -2.559 -1.725 0.031
C 3.599 -1.268 -2.136 0.030
C 5.746 2.460 -0.799 0.029
C 6.270 3.683 -0.473 0.030
H 4.140 5.688 -2.118 0.136
H 3.163 3.515 -2.730 0.132
H 3.198 1.204 -2.684 0.136
H 5.283 0.302 0.360 0.111
H 5.702 -2.007 0.995 0.137
H 3.371 -3.390 -2.252 0.140
H 2.984 -1.077 -2.999 0.128
H 6.291 1.582 -0.508 0.111
H 7.156 3.762 0.136 0.141
C -0.324 -1.121 -2.061 -0.164
Si -1.677 -1.855 -0.996 0.455
C -3.221 -1.909 -2.053 -0.128
C -1.172 -3.618 -0.653 -0.147
O -1.825 -0.974 0.458 -0.161
C -3.040 -0.399 0.991 -0.340
C -3.490 0.777 0.124 -0.172
C -2.612 1.308 -0.801 -0.058
C -2.977 2.357 -1.615 -0.071
C -4.235 2.908 -1.491 -0.085
C -5.101 2.441 -0.524 -0.062
C -4.719 1.399 0.294 -0.050
C -4.093 -1.505 1.077 -0.155
C -5.306 -1.470 0.403 -0.057
C -6.212 -2.501 0.509 -0.070
C -5.908 -3.599 1.283 -0.084
C -4.703 -3.662 1.949 -0.067
C -3.807 -2.622 1.840 -0.051
C -2.752 0.177 2.415 -0.234
C -1.699 1.301 2.431 -0.131
C -1.170 1.288 3.873 -0.172
C -1.236 -0.190 4.268 -0.199
N -2.277 -0.821 3.416 -0.017
H -0.158 -1.755 -2.928 0.037
H -0.604 -0.131 -2.408 0.019
H 0.595 -1.052 -1.486 0.013
H -2.974 -2.250 -3.053 0.040
H -3.946 -2.598 -1.634 0.034
H -3.670 -0.925 -2.131 0.032
H -1.098 -4.167 -1.588 0.036
H -0.206 -3.632 -0.159 0.026
H -1.907 -4.101 -0.018 0.027
H -1.622 0.899 -0.853 0.084
H -2.271 2.751 -2.327 0.101
H -4.531 3.718 -2.134 0.102
H -6.070 2.897 -0.397 0.109
H -5.384 1.060 1.068 0.120
H -5.550 -0.641 -0.233 0.100
H -7.149 -2.447 -0.024 0.108
H -6.617 -4.403 1.372 0.103
H -4.456 -4.522 2.550 0.106
H -2.863 -2.671 2.350 0.104
H -3.699 0.600 2.779 0.154
H -0.898 1.044 1.730 0.114
H -2.113 2.269 2.124 0.121
H -0.161 1.709 3.966 0.105
H -1.828 1.880 4.520 0.110
H -0.284 -0.684 4.049 0.101
H -1.435 -0.335 5.336 0.112
H -3.063 -1.144 3.986 0.117
```

## Properties
M, g mol⁻¹: 628.8
Total charge: +1
Kohn-Sham gap, eV: 3.78

The following is a DFT calculation (the ωB97M-V functional and the def2-TZVPD basis) of 2 unconnected molecules or ions with the total composition C35H36N2O4S2.

```
79
Properties=species:S:1:pos:R:3:lowdin_charge:R:1
C 1.074 5.351 -1.371 -0.078
C 0.386 4.235 -1.846 -0.063
C -0.429 3.489 -0.990 -0.067
C -0.522 3.845 0.354 -0.274
S -1.622 2.860 1.449 0.708
C -0.653 1.760 2.582 -0.344
C -1.212 1.283 3.715 0.066
S 0.796 1.012 1.792 0.696
C 2.281 1.933 2.231 -0.263
C 2.918 2.764 1.308 -0.051
C 4.085 3.438 1.677 -0.067
C 4.642 3.242 2.946 -0.072
C 4.006 2.385 3.856 -0.071
C 2.834 1.715 3.494 -0.059
O 0.969 -0.313 2.357 -0.306
O 0.675 1.166 0.361 -0.301
O -2.297 3.816 2.302 -0.322
O -2.371 1.982 0.572 -0.301
C 0.094 5.010 0.820 -0.061
C 0.928 5.731 -0.037 -0.082
H 1.703 5.936 -2.043 0.107
H 0.478 3.924 -2.886 0.110
H -0.974 2.622 -1.367 0.119
H -0.690 0.529 4.305 0.086
H -2.136 1.724 4.110 0.086
H 2.492 2.921 0.320 0.109
H 4.568 4.114 0.970 0.108
H 5.580 3.736 3.225 0.108
H 4.418 2.238 4.858 0.108
H 2.336 1.037 4.189 0.116
H -0.060 5.321 1.853 0.119
H 1.462 6.598 0.347 0.106
C -6.553 2.733 7.089 -0.051
C -5.913 1.504 6.505 -0.262
C -5.901 1.311 5.123 -0.001
C -5.395 0.137 4.547 -0.185
C -5.667 -0.079 3.094 -0.022
C -4.774 -0.796 5.390 -0.125
N -4.306 -2.014 4.842 0.015
C -3.562 -2.150 3.715 -0.021
N -3.559 -3.464 3.366 0.053
C -3.039 -4.019 2.197 -0.158
C -1.892 -3.373 1.640 -0.262
C -1.327 -2.305 2.329 -0.085
C -1.304 -3.938 0.454 -0.006
C -1.773 -5.141 -0.057 -0.297
C -1.124 -5.835 -1.219 -0.063
C -2.886 -5.741 0.545 -0.062
C -3.584 -5.167 1.613 -0.221
C -4.839 -5.856 2.047 -0.075
C -4.243 -4.182 4.374 0.012
C -4.727 -3.296 5.252 -0.011
C -4.787 -0.643 6.784 -0.195
C -4.217 -1.675 7.702 -0.048
C -5.348 0.521 7.322 0.001
H -6.304 2.814 8.153 0.076
H -6.204 3.638 6.571 0.086
H -7.649 2.692 6.990 0.089
H -6.334 2.077 4.473 0.130
H -5.061 -0.863 2.635 0.064
H -6.721 -0.351 2.931 0.100
H -5.497 0.857 2.543 0.096
H -0.688 -1.612 1.811 0.002
H -3.175 -1.319 3.159 0.126
H -1.230 -2.317 3.416 0.046
H -0.413 -3.454 0.037 0.119
H -1.782 -6.638 -1.550 0.065
H -0.960 -5.142 -2.048 0.078
H -0.164 -6.282 -0.933 0.081
H -3.250 -6.682 0.147 0.095
H -5.186 -6.469 1.205 0.079
H -4.682 -6.566 2.871 0.075
H -5.656 -5.174 2.305 0.082
H -4.406 -5.247 4.316 0.113
H -5.408 -3.424 6.082 0.124
H -4.102 -1.237 8.703 0.084
H -4.873 -2.552 7.823 0.076
H -3.229 -2.020 7.367 0.096
H -5.338 0.677 8.399 0.117
```

## Properties
M, g mol⁻¹: 612.8
Energy above the lowest of the compared OMol25 structures with the same formula, charge and spin, kcal per mole: 48.8
Total charge: 0
Kohn-Sham gap, eV: 4.40